Here is a molecular structure, C26H39Cl2OPTc from the OMol25 dataset. Energies are from ωB97M-V with the def2-TZVPD basis set.

## Properties
* ⟨S²⟩: 3.79
* LUMO energy (spin up / spin down): -1.7 / -2.8 eV
* 2S+1: 4
* strongest force on any atom: 4.80 eV Å⁻¹
* DFT total energy: -66172.334 eV
* charge: 0
* HOMO energy (spin up / spin down): -6.4 / -6.3 eV
* frontier orbital gap (spin up / spin down): 0.1726 / 0.1282 Eh

Geometry as XYZ:
```
70
Properties=species:S:1:pos:R:3:forces:R:3
H 0.373100 -0.054922 -3.167006 0.0419 0.0548 0.1596
C 1.205990 0.512878 -2.728620 0.7912 -0.4528 -0.0797
C -0.728921 -2.245059 3.008348 0.4419 -0.7391 -0.1967
H 3.446121 -4.010948 2.684152 -0.3640 -0.1123 -0.0299
C 1.463309 -1.244281 -0.896092 -0.0121 0.1555 -0.1835
H -3.145480 -2.783886 -1.492333 -0.0207 0.1002 -0.0108
H -4.989420 -1.199155 -2.346041 0.3420 -0.0748 -0.2140
H 3.602619 -1.322780 -0.925063 0.0019 0.0035 -0.0116
Cl 1.577980 0.566635 3.450308 -0.1382 -0.8562 0.3084
H 2.628713 -6.333854 2.192206 -0.4260 0.4597 0.0383
H -4.097397 1.030345 -3.275816 -0.1739 -0.2541 -0.0214
H -2.354808 2.141278 -1.897540 0.0585 -0.2974 -0.1000
H 3.281872 0.775120 -2.990758 0.1083 0.0331 -0.0773
H 2.462786 0.218367 -4.442387 0.2395 -0.2291 -0.0242
Cl -1.494454 1.069200 3.977206 -0.3486 0.0087 0.2571
C -1.792337 0.347466 -0.808646 0.1205 0.6523 -0.6509
H -2.180780 3.133374 0.192617 0.3340 0.0712 0.0907
H -1.127979 2.938096 1.596736 0.1313 -0.0706 -0.2965
C 1.330177 3.299721 0.287322 -0.3041 -0.2464 0.1420
C 2.523490 0.077242 -3.359932 0.1769 0.2075 0.1641
H -3.797382 -1.651886 -0.336232 -0.0611 0.0873 0.1050
C -1.123156 4.929359 0.763456 -0.0232 0.0705 -0.4041
C 1.433788 4.817390 0.447627 -0.0980 0.1011 -0.4480
H 1.456356 2.830011 1.275499 -0.1462 -0.0876 -0.2371
H 2.172739 0.774913 -0.791222 -0.5068 -0.1234 -0.2589
C -2.340671 1.050961 -2.054733 -0.5821 -0.4756 0.0165
C 0.251832 5.477791 1.174347 0.0019 -0.1836 0.1128
C 1.282629 0.258780 -1.217906 -0.3444 0.2937 -0.9217
C -0.043274 2.873398 -0.296617 -0.2330 -0.0115 -1.0874
H -3.500602 -1.315610 -3.329298 -0.1687 -0.0759 -0.0272
C 2.954994 -1.354449 -2.984687 -0.2486 0.0150 -0.3214
H -1.422335 5.374118 -0.191004 0.0617 0.0921 -0.0339
C 2.774418 -1.744410 -1.506578 0.2647 0.3897 0.0856
C 0.534695 -5.699953 2.133540 0.0174 -0.3841 -0.1688
H -1.874270 5.242612 1.492541 0.0171 0.0331 -0.0144
H -0.153238 3.238700 -1.347548 0.0758 0.4878 0.7111
H 1.532213 5.245988 -0.555787 -0.0667 0.0997 0.0120
H -1.145950 -1.487892 -1.789388 -0.1323 0.1588 0.2517
O 0.798023 -0.983660 7.149172 -1.0431 0.1274 -3.6029
H 2.848938 -2.833624 -1.405738 0.0047 0.1381 -0.0129
C -3.197615 -1.717496 -1.247109 -0.2989 0.2653 0.1981
H 0.643195 -1.838073 -1.321118 0.2092 0.2366 0.1848
H 0.180098 -6.708394 1.886572 0.0987 0.4678 0.0838
C -1.795730 -1.191001 -0.951958 0.0096 0.3175 -0.1734
C -3.914791 -0.962208 -2.377961 0.1898 0.0961 -0.2717
H 0.377813 5.338117 2.257572 -0.0099 0.0239 -0.1686
C 0.084182 -3.367025 2.662004 0.3309 -0.1796 0.0670
C 2.374670 -4.208969 2.588423 0.3906 0.0036 -0.0674
H 4.015599 -1.471898 -3.258179 -0.3777 -0.1722 -0.0467
C -3.756937 0.565472 -2.345880 -0.1736 0.2610 0.2436
H 1.861415 -2.165149 3.008413 -0.1434 -0.2976 -0.0895
H 2.361780 5.056286 0.971629 0.0005 0.0260 -0.0101
H -1.688532 0.850633 -2.916054 -0.0218 0.0059 0.1678
C 1.922903 -5.497928 2.298272 -0.5145 0.2443 -0.0038
C 1.482293 -3.161349 2.767143 0.2623 -0.5648 0.1352
H -2.409254 0.605796 0.085606 0.2805 -0.0854 -0.5951
H 0.275333 6.562407 0.973727 0.0096 -0.3431 0.2308
H 1.459224 -1.390427 0.195764 -0.0588 0.0274 -0.3140
H -1.759903 -2.272017 2.619189 0.1423 0.3669 0.4680
H -1.410768 -1.648564 -0.025533 0.0485 0.1175 -0.3571
H 2.358186 -2.045504 -3.593681 0.1642 -0.0348 -0.0083
C 0.451008 -0.962839 6.021727 1.6104 -0.7954 4.4480
H -4.397075 0.967356 -1.556179 -0.1205 0.0160 0.0759
P -0.140053 1.032988 -0.407023 0.4306 -1.1987 4.3907
C -1.193757 3.408945 0.602451 0.3098 -0.2341 -0.0167
H -1.450600 -4.831316 2.121549 0.2548 -0.0255 0.0965
H 1.024319 1.578616 -2.936845 0.0273 -0.2672 0.0522
Tc -0.158618 -0.755660 4.262066 -1.1113 1.7842 -2.1497
C -0.383645 -4.667929 2.270554 0.5762 0.6275 0.2403
H 2.160957 2.939774 -0.343268 -0.3047 0.1442 0.1699
```
Forces are in eV/Å.